Here is 16 unconnected molecules or ions with the total composition C61H99N3O29 at a distorted geometry from the Open Molecules 2025 dataset. Energies are from ωB97M-V/def2-TZVPD.

Each atom is followed by the atoms it is bonded to, with distances in Å.
Cartesian coordinates (Å):
1 H 1.89356 -4.78933 1.29441  N121 1.010
2 H 2.58720 6.12901 3.83653  C159 1.090
3 H -0.47827 0.62335 -2.37304  C12 1.090
4 C 5.51779 2.28744 -0.20471  C8 1.452, H23 1.090, C104 1.506, H139 1.090
5 H -3.04609 -3.89741 5.12452  C192 1.090
6 H -3.32472 -2.34758 1.20137  C88 1.090
7 C -5.50455 1.94729 0.68684  O67 1.264, C76 1.549, O138 1.416
8 C 5.68039 3.21228 -1.31193  C4 1.452, H34 1.090, C64 1.485, H84 1.090
9 H 0.23908 4.73569 4.78606  C11 1.090
10 H 0.82276 -6.48025 0.09291  C153 1.090
11 C -0.79489 4.46979 4.56632  H9 1.090, C108 1.519, H163 1.090, O174 1.359
12 C -0.29179 1.05544 -1.38988  H3 1.090, H25 1.090, H45 1.090, C161 1.536
13 H 3.96389 5.52435 1.85629  C133 1.090
14 H -2.84129 -0.90368 5.19174  C96 1.090
15 H 1.09994 -2.42623 1.23708  C101 1.090
16 H -4.84489 2.12917 2.74558  C76 1.090
17 C -4.49617 -1.38854 3.89331  N42 1.306, C96 1.544, O100 1.192
18 C -5.35147 6.35353 -4.35582  C102 1.526, H110 1.090, H144 1.090, C154 1.506
19 H 3.73913 7.14938 2.99681  C159 1.090
20 O -4.54889 -0.44598 -3.08975  C125 1.435, C165 1.316
21 H 3.87739 -5.38658 -2.51588  C160 1.090
22 C 2.82111 -0.59166 3.47674  H38 1.090, H105 1.090, C120 1.544, C137 1.481
23 H 5.51653 1.26745 -0.58905  C4 1.090
24 H 0.65628 7.36907 2.98545  C63 1.090
25 H 0.62585 1.55108 -1.07302  C12 1.090
26 H 5.74338 -5.50713 1.41974  C188 1.090
27 H 1.84119 8.64940 2.79545  C63 1.090
28 H -5.54116 4.64238 -2.94355  C102 1.090
29 H 1.29572 -7.95736 0.92368  C153 1.090
30 C 5.38832 -5.43738 3.56887  H50 1.090, H98 1.090, C156 1.517, C188 1.507
31 O -4.09970 -4.91508 -0.34654  C187 1.228
32 O 2.24688 6.28277 0.69322  C133 1.428, C183 1.360
33 C -5.85413 1.47755 -3.49632  C85 1.578, C125 1.518, H142 1.090, H151 1.090
34 H 4.65420 3.43811 -1.60182  C8 1.090
35 O -2.77766 4.16015 -3.23185  C169 1.212
36 H -4.48208 -0.69967 6.04185  C96 1.090
37 H 4.50355 -1.00459 2.31443  C120 1.090
38 H 2.33723 -1.28543 4.16424  C22 1.090
39 O 8.20396 -3.55142 3.87972  C52 1.189
40 H 7.28336 -6.31579 3.40941  C156 1.090
41 H 0.50092 -1.36744 -1.07871  N136 1.010
42 N -3.90733 -1.18460 2.74578  C17 1.306, C88 1.419, H155 1.010
43 H 2.64703 -0.30033 -5.19578  C60 1.090
44 H -4.58670 -1.31139 0.79158  C88 1.090
45 H -1.17222 1.69434 -1.45867  C12 1.090
46 H -3.78668 1.26689 1.80881  C76 1.090
47 C 0.60366 -1.80366 -6.71725  C56 1.565, H61 1.090, H90 1.090, O116 1.418
48 C 1.74022 -4.24306 3.28775  H53 1.090, H72 1.090, N121 1.457, H149 1.090
49 O -2.47859 1.97129 6.32340  C180 1.181
50 H 5.13744 -6.49564 3.49645  C30 1.090
51 O 6.62448 -3.92730 2.32202  C52 1.358, C188 1.403
52 C 7.36833 -4.25519 3.40997  O39 1.189, O51 1.358, C156 1.489
53 H 1.83878 -4.90506 4.14808  C48 1.090
54 C 0.60511 5.31838 -5.02661  H62 1.090, O74 1.358, C175 1.485, H178 1.090
55 O -1.53281 0.22909 0.55760  C161 1.263
56 C 0.67353 -0.30630 -6.26668  C47 1.565, H58 1.090, C60 1.550, H73 1.090
57 H -5.37706 4.36572 -4.76426  C102 1.090
58 H 1.05755 0.36159 -7.03777  C56 1.090
59 H 0.05683 3.89844 -2.61201  C86 1.090
60 C 1.57944 -0.42482 -5.01453  H43 1.090, C56 1.550, C129 1.526, H148 1.090
61 H 1.45568 -2.11797 -7.32007  C47 1.090
62 H -0.13656 6.04284 -4.69016  C54 1.090
63 C 1.64205 7.59935 2.58134  H24 1.090, H27 1.090, C159 1.475, C183 1.593
64 C 6.28161 4.39695 -0.64941  C8 1.485, O91 1.359, O179 1.221
65 H -0.59804 -2.70271 0.84549  C101 1.090
66 H -6.02801 0.41558 -1.76377  C125 1.090
67 O -6.44104 1.10554 0.79298  C7 1.264
68 H 0.47512 3.15862 -5.46825  C175 1.090
69 H -1.24215 1.23527 3.80116  C158 1.090
70 H -3.93357 0.39917 4.87557  C96 1.090
71 H 3.10743 -1.99492 1.76683  C120 1.090
72 H 0.96103 -3.51285 3.50626  C48 1.090
73 H -0.32107 0.10360 -6.09102  C56 1.090
74 O 1.82328 5.43583 -4.43697  C54 1.358, C93 1.354
75 C 2.30205 0.94391 1.72941  O95 1.377, C137 1.509, O147 1.241
76 C -4.40017 2.16600 1.75110  C7 1.549, H16 1.090, H46 1.090, C143 1.600
77 H -0.38657 -7.56134 0.89220  C153 1.090
78 O -4.48988 -7.38568 4.18967  C89 1.257
79 H -1.46213 -4.53930 5.16447  C192 1.090
80 H -2.74915 -5.51405 -2.95092  C164 1.090
81 H 0.16148 3.12471 3.33484  C108 1.090
82 H 5.28649 -3.14677 -3.54057  C157 1.090
83 H -4.30552 6.50484 -6.24056  C154 1.090
84 H 6.38041 2.83088 -2.05530  C8 1.090
85 C -4.74924 1.22579 -4.59464  C33 1.578, H99 1.090, H134 1.090, C165 1.538
86 C 0.86721 3.66543 -3.30273  H59 1.090, C93 1.502, H130 1.090, C175 1.552
87 O 4.18002 -3.05378 -0.51602  C94 1.430, C127 1.305
88 C -4.25720 -1.95519 1.60708  H6 1.090, N42 1.419, H44 1.090, H173 1.090
89 C -3.83355 -6.31490 4.13573  O78 1.257, C107 1.534, O168 1.251
90 H -0.25737 -2.14270 -7.29323  C47 1.090
91 O 6.90813 3.97791 0.48201  C64 1.359, C104 1.418
92 C -4.12055 3.63133 -0.29048  H126 1.090, H131 1.090, O138 1.464, C143 1.608
93 C 2.01626 4.63114 -3.36478  O74 1.354, C86 1.502, O122 1.251
94 C 5.15044 -2.51867 -1.41975  O87 1.430, H111 1.090, C157 1.458, H191 1.090
95 O 3.09185 -0.05400 1.20342  C75 1.377, C120 1.374
96 C -3.90187 -0.66264 5.11985  H14 1.090, C17 1.544, H36 1.090, H70 1.090
97 H -1.63840 -2.82012 -2.50923  C103 1.090
98 H 4.61878 -4.94319 4.16189  C30 1.090
99 H -5.18243 0.96012 -5.55893  C85 1.090
100 O -5.37947 -2.17175 4.06137  C17 1.192
101 C 0.16402 -1.93388 0.97302  H15 1.090, H65 1.090, N136 1.478, H152 1.090
102 C -5.07014 4.92987 -3.88356  C18 1.526, H28 1.090, H57 1.090, C169 1.525
103 C -1.57442 -3.90556 -2.58556  H97 1.090, C164 1.490, H186 1.090, C190 1.499
104 C 6.78293 2.56724 0.56206  C4 1.506, O91 1.418, H124 1.090, H141 1.090
105 H 3.63206 -0.13961 4.04780  C22 1.090
106 H 3.10894 -3.85959 -3.07012  C160 1.090
107 C -3.61823 -5.46001 2.87980  C89 1.534, H117 1.090, H172 1.090, C177 1.441
108 C -0.88305 3.38230 3.51014  C11 1.519, H81 1.090, C158 1.546, H184 1.090
109 H -0.20244 -5.37602 -1.61110  C190 1.090
110 H -6.25922 6.48324 -4.94509  C18 1.090
111 H 6.15097 -2.35347 -1.02006  C94 1.090
112 H 4.65454 -4.18175 1.97831  C188 1.090
113 H -1.61752 -5.33130 2.65387  C177 1.090
114 H 7.00586 -5.51103 5.07902  C156 1.090
115 O -2.84639 -0.50208 -4.54718  C165 1.266
116 O 0.60062 -2.55973 -5.51712  C47 1.418, C129 1.347
117 H -4.45522 -4.76194 2.89543  C107 1.090
118 H 0.90770 0.28603 3.12702  C137 1.090
119 O 2.35288 -4.42728 -0.47110  C127 1.280
120 C 3.43058 -1.01671 2.12289  C22 1.544, H37 1.090, H71 1.090, O95 1.374
121 N 1.50957 -5.13773 2.16117  H1 1.010, C48 1.457, C132 1.337
122 O 2.99429 4.72803 -2.59097  C93 1.251
123 H -2.49551 3.22392 1.22376  C143 1.090
124 H 7.52855 1.98843 0.01697  C104 1.090
125 C -5.82983 0.13070 -2.79704  O20 1.435, C33 1.518, H66 1.090, H189 1.090
126 H -4.25439 4.69571 -0.48358  C92 1.090
127 C 3.31867 -3.85276 -1.08449  O87 1.305, O119 1.280, C160 1.508
128 H -3.81639 7.66651 -5.10840  C154 1.090
129 C 1.14654 -1.80895 -4.54123  C60 1.526, O116 1.347, O145 1.208
130 H 1.09276 2.60303 -3.39531  C86 1.090
131 H -3.44082 3.32279 -1.08477  C92 1.090
132 C 1.05841 -6.39215 2.26881  N121 1.337, O150 1.242, C153 1.568
133 C 2.88262 5.65210 1.80514  H13 1.090, O32 1.428, H146 1.090, C159 1.526
134 H -4.16959 2.14421 -4.68751  C85 1.090
135 H -2.32221 -3.75115 2.70010  C177 1.090
136 N 0.22575 -1.00689 -0.17628  H41 1.010, C101 1.478, C161 1.344
137 C 1.96017 0.56857 3.15095  C22 1.481, C75 1.509, H118 1.090, H171 1.090
138 O -5.36160 2.86000 -0.38639  C7 1.416, C92 1.464
139 H 4.58946 2.50771 0.32235  C4 1.090
140 O -1.90288 -4.88999 -0.51572  C187 1.337, C190 1.359
141 H 6.49978 2.23161 1.55971  C104 1.090
142 H -5.54062 2.32440 -2.88587  C33 1.090
143 C -3.56773 3.41912 1.20493  C76 1.600, C92 1.608, H123 1.090, H162 1.090
144 H -5.34814 7.10787 -3.56902  C18 1.090
145 O 1.18351 -2.24171 -3.41406  C129 1.208
146 H 2.29336 4.76271 2.02847  C133 1.090
147 O 2.03516 1.98946 1.11646  C75 1.241
148 H 1.24206 0.31178 -4.28535  C60 1.090
149 H 2.63668 -3.62628 3.22412  C48 1.090
150 O 0.70244 -6.87122 3.35754  C132 1.242
151 H -6.82573 1.75330 -3.90628  C33 1.090
152 H -0.06633 -1.37378 1.87929  C101 1.090
153 C 0.60563 -7.11414 0.95264  H10 1.090, H29 1.090, H77 1.090, C132 1.568
154 C -4.11556 6.62040 -5.17348  C18 1.506, H83 1.090, H128 1.090, O167 1.420
155 H -3.14271 -0.53020 2.66082  N42 1.010
156 C 6.83993 -5.51541 4.00173  C30 1.517, H40 1.090, C52 1.489, H114 1.090
157 C 5.22560 -3.48693 -2.50680  H82 1.090, C94 1.458, C160 1.591, H185 1.090
158 C -1.73656 2.18728 3.99433  H69 1.090, C108 1.546, C180 1.496, H181 1.090
159 C 2.75390 6.68997 2.91694  H2 1.090, H19 1.090, C63 1.475, C133 1.526
160 C 3.86192 -4.30115 -2.41732  H21 1.090, H106 1.090, C127 1.508, C157 1.591
161 C -0.55329 0.08743 -0.22681  C12 1.536, O55 1.263, N136 1.344
162 H -3.76570 4.33201 1.76665  C143 1.090
163 H -1.55326 5.20896 4.30818  C11 1.090
164 C -2.93141 -4.52034 -2.54173  H80 1.090, C103 1.490, H170 1.090, C187 1.508
165 C -3.84716 0.10155 -4.05957  O20 1.316, C85 1.538, O115 1.266
166 O 0.91615 8.07028 0.20100  C183 1.218
167 O -3.05563 5.85969 -4.61374  C154 1.420, C169 1.350
168 O -3.10186 -5.88588 5.05572  C89 1.251, C192 1.405
169 C -3.54819 4.91077 -3.78991  O35 1.212, C102 1.525, O167 1.350
170 H -3.72874 -3.94212 -3.00866  C164 1.090
171 H 2.13408 1.39000 3.84601  C137 1.090
172 H -3.71056 -6.07319 1.98337  C107 1.090
173 H -5.02345 -2.72454 1.70231  C88 1.090
174 O -1.37389 3.85686 5.63258  C11 1.359, C180 1.453
175 C 0.25754 3.91016 -4.70934  C54 1.485, H68 1.090, C86 1.552, H176 1.090
176 H -0.82800 3.83942 -4.77783  C175 1.090
177 C -2.39496 -4.74443 3.14303  C107 1.441, H113 1.090, H135 1.090, C192 1.563
178 H 0.72689 5.63870 -6.06134  C54 1.090
179 O 6.47981 5.52859 -1.06180  C64 1.221
180 C -1.93446 2.53094 5.43708  O49 1.181, C158 1.496, O174 1.453
181 H -2.73000 2.10968 3.55258  C158 1.090
182 H -0.25237 -3.86829 -0.96173  C190 1.090
183 C 1.55339 7.41137 1.00243  O32 1.360, C63 1.593, O166 1.218
184 H -1.22936 4.11277 2.77899  C108 1.090
185 H 6.04244 -4.17956 -2.30401  C157 1.090
186 H -1.18080 -4.08526 -3.58599  C103 1.090
187 C -3.11557 -4.78893 -1.06973  O31 1.228, O140 1.337, C164 1.508
188 C 5.52575 -4.79296 2.21392  H26 1.090, C30 1.507, O51 1.403, H112 1.090
189 H -6.59404 -0.49386 -3.25966  C125 1.090
190 C -0.93147 -4.58937 -1.41669  C103 1.499, H109 1.090, O140 1.359, H182 1.090
191 H 4.92273 -1.57694 -1.91917  C94 1.090
192 C -2.43748 -4.69822 4.70453  H5 1.090, H79 1.090, O168 1.405, C177 1.563

## Properties
E_HOMO: -8.770 eV
Energy: -4729.8872 Eh
Frontier orbital gap: 8.529 eV